(1)
The following is a DFT calculation (ωB97M-V/def2-TZVPD) of 11 unconnected molecules or ions with the total composition C33H39F9O33 in a non-equilibrium geometry.

Atoms and positions in Å:
C 24.2269 9.6291 -2.4021
C 25.1964 10.7361 -2.8936
O 24.4009 11.8663 -2.9306
C 23.1387 11.6018 -3.1408
O 22.2206 12.3667 -3.3798
O 22.9748 10.2160 -2.8644
F 25.8013 10.3327 -4.0482
H 24.1068 9.5942 -1.3193
H 24.3490 8.6021 -2.7464
H 25.9877 10.8506 -2.1529
C 22.6903 5.1522 -1.8904
C 23.9412 5.6924 -1.2311
O 23.5304 6.5932 -0.1530
C 22.2546 6.6883 -0.1698
O 21.6555 7.3442 0.7158
O 21.6744 5.9767 -1.2199
F 24.6623 6.2439 -2.1530
H 22.5890 4.0976 -1.6340
H 22.6729 5.1631 -2.9803
H 24.5378 4.8749 -0.8262
C 29.3192 4.8672 3.2203
C 28.1596 5.0979 4.1027
O 27.2029 4.5356 3.2035
C 27.5847 4.5907 1.9293
O 26.8364 4.3052 0.9747
O 28.8427 4.8407 1.9007
F 27.8980 6.4110 4.1159
H 29.8400 3.9472 3.4858
H 30.0411 5.6809 3.2903
H 28.2136 4.8000 5.1498
C 22.6391 10.1100 3.9837
C 21.7687 8.8325 3.8365
O 20.5141 9.4651 3.6708
C 20.5646 10.7358 3.5107
O 19.6270 11.5270 3.2079
O 21.8660 11.0581 3.3099
F 21.8504 8.1941 4.9616
H 23.6088 10.0344 3.4916
H 22.8305 10.4509 5.0012
H 22.1643 8.1241 3.1086
C 22.0749 1.3914 3.3278
C 21.1624 0.7594 2.3776
O 21.7061 1.1814 1.1773
C 22.6112 2.1067 1.3365
O 23.1258 2.7297 0.4245
O 22.7253 2.4094 2.6291
F 19.8492 1.1929 2.5133
H 22.9347 0.7952 3.6331
H 21.6169 1.6494 4.2827
H 21.1571 -0.3234 2.5021
C 19.9242 9.7070 -0.7872
C 19.8236 10.9591 0.0865
O 19.2561 11.9896 -0.7255
C 18.9466 11.4968 -1.9238
O 18.4302 12.0932 -2.7928
O 19.1989 10.1039 -2.0038
F 21.0652 11.3663 0.2930
H 19.5264 8.8260 -0.2835
H 20.9921 9.5055 -0.8711
H 19.3252 10.7613 1.0355
C 28.1912 7.6963 -2.3260
C 29.0650 6.7164 -2.9540
O 29.7768 6.0969 -1.8820
C 29.6819 6.9452 -0.8190
O 30.4421 7.0499 0.1655
O 28.9633 8.0198 -1.1920
F 29.9956 7.2419 -3.6805
H 27.3167 7.2923 -1.8161
H 27.9550 8.4674 -3.0594
H 28.6144 5.8748 -3.4802
C 22.4769 -0.5360 -1.7738
C 22.7916 0.5766 -2.8080
O 21.5602 0.8494 -3.3656
C 20.7598 -0.1610 -3.2172
O 19.7289 -0.2452 -3.8446
O 21.3410 -1.1352 -2.4342
F 23.6822 0.1436 -3.7306
H 22.2297 -0.1226 -0.7960
H 23.3209 -1.2244 -1.7306
H 23.3204 1.4134 -2.3515
C 24.5387 4.3449 -6.2166
C 25.7571 5.1600 -5.9172
O 26.3090 4.4398 -4.8163
C 25.3824 3.6333 -4.3547
O 25.5354 2.8647 -3.4145
O 24.1810 3.8315 -4.9556
F 25.3102 6.3047 -5.4963
H 24.7683 3.4830 -6.8430
H 23.7529 4.9132 -6.7142
H 26.4046 5.3014 -6.7825
C 18.6252 4.0401 -0.3235
O 17.2780 4.5075 -0.1205
C 17.1006 5.8373 -0.3289
O 17.9617 6.6256 -0.6371
O 15.7746 6.1667 -0.1369
C 14.7390 5.2125 0.0505
H 18.7101 3.0534 0.1320
H 19.2730 4.8128 0.0904
H 18.6978 3.9872 -1.4098
H 14.6884 4.3846 -0.6567
H 13.7319 5.6283 0.0825
H 14.7405 4.6696 0.9957
C 19.7089 3.1001 7.5604
O 20.0231 4.1246 6.5978
C 19.7143 3.9339 5.3081
O 19.2593 2.9315 4.8427
O 20.1848 5.0790 4.6028
C 19.9326 5.2602 3.2380
H 20.4140 2.2695 7.5292
H 18.7941 2.5655 7.3048
H 19.6891 3.4393 8.5961
H 18.9457 5.7198 3.2916
H 19.8113 4.3404 2.6659
H 20.5925 5.9448 2.7051

Properties
- Kohn-Sham gap (spin up / spin down): 1.44 / 10.41 eV
- Total charge: -1
- Strongest force on any atom: 6.6 eV Å⁻¹
- E_LUMO (spin up / spin down): 1.5770 / 1.5114 eV
- 2S+1: 2


(2)
The following is a DFT calculation (ωB97M-V/def2-TZVPD) of a molecular structure, C33H39FN5O10P3SV in a non-equilibrium geometry.

Atoms and positions in Å:
V -0.5147 -1.5311 0.9270
N 2.5370 2.0935 0.8290
C 1.8905 0.8765 0.9799
S 0.2454 0.8518 1.4042
N 2.8197 -0.0761 0.7756
N 2.2078 -1.2940 0.9084
C 2.9361 -2.2930 0.5958
C 4.3833 -2.3159 0.2017
C 5.4707 -2.3887 1.0616
C 6.7743 -2.4228 0.5442
C 6.9637 -2.2552 -0.8208
C 5.8386 -2.0442 -1.6725
C 4.6149 -2.0679 -1.1312
C 2.2777 -3.5922 0.7152
C 2.9120 -4.8121 0.5336
C 2.3090 -6.0483 0.8749
C 1.0526 -5.9808 1.3828
C 0.4266 -4.7380 1.4833
N 1.0276 -3.5415 1.2658
H 2.0274 2.9127 1.1107
H 3.4383 2.1556 1.2389
H 5.3701 -2.4213 2.1477
H 7.6130 -2.5791 1.2199
H 8.0085 -2.2352 -1.2014
H 5.9275 -1.7037 -2.7025
H 3.7335 -1.8862 -1.6733
H 3.8273 -4.7775 -0.0830
H 2.8693 -7.0042 0.8550
H 0.5722 -6.8941 1.7460
H -0.6116 -4.7004 1.8870
O -0.1858 -1.6803 -3.6836
P 0.2281 -2.3609 -2.3082
O 1.6021 -2.9703 -2.4480
O 0.0030 -1.3619 -1.1433
O -0.8424 -3.4776 -2.1994
P -2.1140 -3.5342 -1.1452
O -2.9755 -2.2364 -1.6061
O -2.8549 -4.7964 -1.4160
O -1.5365 -3.2666 0.2052
H -1.1353 -1.4391 -3.5855
H -2.7857 -1.4758 -0.9039
C -2.8869 3.9173 5.0768
C -4.0190 2.8708 4.5669
C -5.3042 3.5826 4.0790
C -4.8609 4.3620 2.7828
C -4.6321 3.2733 1.7866
C -5.0720 3.3286 0.4816
C -4.7162 2.3879 -0.4718
F -5.1398 2.5007 -1.7592
C -3.8796 1.3134 -0.1373
C -3.4654 1.2245 1.2083
C -2.6850 -0.0137 1.6284
O -2.2916 -0.7225 0.6747
C -2.4952 -0.1289 2.9822
C -2.8191 0.8839 3.9454
N -3.5034 2.0093 3.5114
C -3.8390 2.1547 2.2081
C -1.7825 -1.2363 3.6529
O -1.8454 -1.5611 4.7953
O -0.9933 -1.8788 2.7497
H -2.7310 3.8715 6.1694
H -3.2353 4.9621 4.7516
H -1.9300 3.7544 4.6339
H -4.2282 2.2142 5.3718
H -5.7989 4.2477 4.8096
H -6.0024 2.7717 3.8108
H -4.0734 5.0498 2.9399
H -5.7288 4.9141 2.3817
H -5.6183 4.2033 0.1359
H -3.6565 0.4374 -0.7493
H -2.2766 0.8831 4.9346
C 0.1983 1.5469 -6.1354
C 0.3514 1.2891 -4.6202
P 1.2687 2.6120 -3.7163
C 3.0076 1.9444 -3.7431
C 3.1156 0.5118 -3.2294
C 0.8604 2.2471 -2.0270
C -0.5767 2.4935 -1.5900
H -0.2887 0.6892 -6.6773
H 1.1724 1.5703 -6.5903
H -0.3486 2.5288 -6.2817
H 0.7393 0.2763 -4.4320
H -0.6673 1.3392 -4.2511
H 3.6985 2.5429 -3.1877
H 3.4379 1.9250 -4.7740
H 2.9840 0.4175 -2.1557
H 4.1112 0.2272 -3.3954
H 2.3760 -0.1585 -3.6923
H 1.5295 2.9175 -1.5219
H 1.1038 1.2007 -1.7438
H -1.0426 3.4274 -2.0437
H -0.6015 2.5545 -0.5051
H -1.2705 1.6332 -1.8078

Properties
- Kohn-Sham gap (spin up / spin down): 4.65 / 6.93 eV
- Energy relative to the best compared isomer or geometry (same formula, charge and spin): 113.58 kJ/mol
- Total charge: -2
- Strongest force on any atom: 4.9 eV Å⁻¹
- E_LUMO (spin up / spin down): 4.0227 / 4.0069 eV
- 2S+1: 4


(3)
The following is a DFT calculation (ωB97M-V/def2-TZVPD) of a molecular structure, C33H39NP2S4V in a non-equilibrium geometry.

Atoms and positions in Å:
V 0.1845 0.2088 -0.0714
C -0.5294 1.5663 2.8506
C -0.0361 2.6891 1.9623
S -0.5809 2.4082 0.2339
C 0.7358 3.2614 -0.7197
C 0.7607 2.7280 -2.1392
S 0.8204 0.8953 -2.2304
C 2.6098 0.5200 -2.2547
C 3.2518 0.4842 -0.8836
S 2.3340 -0.6616 0.2191
C 2.6447 0.0848 1.8644
C 1.5932 -0.4001 2.8419
S -0.1157 -0.1109 2.2412
H -1.6201 1.5716 2.8977
H -0.1420 1.6630 3.8666
H 1.0506 2.7910 1.9757
H -0.4836 3.6308 2.2916
H 1.6939 3.1182 -0.2129
H 0.5009 4.3292 -0.7128
H 1.6182 3.1103 -2.6971
H -0.1476 3.0045 -2.6806
H 3.0935 1.2569 -2.8971
H 2.6765 -0.4544 -2.7454
H 3.2774 1.4728 -0.4191
H 4.2715 0.0980 -0.9580
H 2.6417 1.1729 1.7710
H 3.6373 -0.2401 2.1841
H 1.6930 0.0857 3.8148
H 1.6688 -1.4815 2.9879
C -2.6089 -2.4745 -2.2351
N -1.6038 -1.5496 -1.7011
P -2.0486 -0.1206 -0.8829
C -3.5617 -0.5083 0.0329
C -3.4752 -1.2862 1.1884
C -4.6326 -1.7684 1.7739
C -5.8710 -1.4533 1.2279
C -5.9550 -0.6552 0.0973
C -4.8050 -0.1866 -0.5139
C -2.4851 1.1035 -2.1339
C -2.2082 0.9258 -3.4887
C -2.6404 1.8785 -4.3959
C -3.3237 3.0046 -3.9576
C -3.5742 3.1941 -2.6043
C -3.1446 2.2539 -1.6873
P -0.1742 -2.0330 -0.9006
C -0.5307 -3.5243 0.0663
C -0.6307 -4.7262 -0.6391
C -1.0046 -5.8769 0.0316
C -1.2913 -5.8324 1.3880
C -1.1721 -4.6415 2.0893
C -0.7768 -3.4885 1.4355
C 0.9793 -2.5824 -2.1780
C 2.1231 -3.2785 -1.7701
C 3.0274 -3.7307 -2.7139
C 2.7990 -3.4952 -4.0639
C 1.6623 -2.8093 -4.4692
C 0.7585 -2.3338 -3.5330
H -3.3464 -1.8965 -2.7930
H -3.1303 -3.0323 -1.4517
H -2.1359 -3.1825 -2.9168
H -2.5048 -1.5071 1.6163
H -4.5710 -2.3915 2.6523
H -6.7708 -1.8304 1.6877
H -6.9174 -0.4016 -0.3201
H -4.8784 0.4163 -1.4068
H -1.6899 0.0404 -3.8292
H -2.4711 1.7297 -5.4495
H -3.6707 3.7329 -4.6737
H -4.1192 4.0603 -2.2638
H -3.3471 2.3865 -0.6307
H -0.4098 -4.7554 -1.6971
H -1.0787 -6.8045 -0.5136
H -1.5970 -6.7301 1.9009
H -1.3892 -4.6109 3.1447
H -0.6442 -2.5669 1.9895
H 2.2749 -3.5081 -0.7215
H 3.9020 -4.2773 -2.3952
H 3.4955 -3.8643 -4.8000
H 1.4743 -2.6536 -5.5207
H -0.1268 -1.8014 -3.8501

Properties
- Kohn-Sham gap (spin up / spin down): 6.81 / 7.11 eV
- Energy relative to the best compared isomer or geometry (same formula, charge and spin): 3.64 kJ/mol
- Total charge: +3
- Strongest force on any atom: 1.6 eV Å⁻¹
- E_LUMO (spin up / spin down): -9.9598 / -9.6182 eV
- 2S+1: 3